Entry 1:
Below is a 2-piece molecular cluster, C6H10N4 overall at a distorted geometry, with properties calculated with the ωB97M-V functional and the def2-TZVPD basis.

XYZ file:
```
20
Properties=species:S:1:pos:R:3:forces:R:3
H -1.4464 0.7680 1.7319 0.56 1.89 3.07
N 1.5514 -1.1336 -0.8106 -0.72 -4.08 -1.64
C -1.4352 0.3210 0.8360 0.82 1.61 -1.81
H 3.1393 2.0129 1.5043 -1.23 -1.96 0.16
N -1.1033 -0.2102 -2.7627 -0.60 -0.27 0.96
H -0.6548 0.6160 -3.0937 0.41 0.20 -0.51
C -0.9393 0.8465 -0.4293 0.70 0.59 1.06
H -0.1382 1.6181 -0.4664 -1.21 -0.48 -0.38
C 1.6641 0.4030 1.0138 0.11 -0.82 -1.42
H 2.9191 0.6631 2.6718 0.53 -0.68 0.43
C 2.3785 1.2231 1.9438 1.16 3.91 0.81
C -2.0440 -0.8270 0.6816 -0.77 -2.76 -1.13
H -2.4480 -1.5871 1.3680 0.12 0.81 -0.45
H -0.6658 -1.0766 -3.0944 -0.03 0.74 0.53
C -1.2946 -0.0763 -1.3611 0.16 -1.43 0.30
N 1.7105 -0.4148 0.1599 -0.17 1.04 2.56
H 1.7769 1.9611 2.5586 -0.06 -1.16 -0.76
H 1.3135 -2.2338 -0.5912 0.86 3.62 -0.01
H -2.3588 -1.7737 -1.1932 -1.35 -2.00 -0.91
N -1.9250 -1.0996 -0.6671 0.73 1.23 -0.87
```
Forces are in eV/Å.

## Properties
- HOMO: -0.2736 Eh
- Relative energy (zero: lowest compared OMol25 entry of this formula, charge and spin): 4.312 eV
- Charge: 0
- E_tot: -453.4925 a.u.
- Kohn-Sham gap: 0.3038 Ha

Mulliken population analysis, charges in e, atoms 1 to 5: 0.61 -1.01 -0.31 0.25 -0.56

---

Entry 2:
Below is one molecule with the formula C5H5IO3 at a distorted geometry, with properties calculated with the ωB97M-V functional and the def2-TZVPD basis.

XYZ file:
```
14
Properties=species:S:1:pos:R:3:forces:R:3
I 0.0407 -0.0353 4.1022 0.12 0.14 -0.35
H -0.7034 -1.6991 -1.7093 0.01 -0.01 0.07
C 1.0008 0.5425 2.3443 0.20 0.12 0.88
O 0.9392 -1.2358 -0.6468 1.22 -0.32 0.23
H 2.0551 0.7573 2.4336 0.07 0.03 -0.04
H -0.1703 1.2086 -0.7840 0.01 0.06 0.03
H -2.6328 -0.0608 -2.1125 -0.08 -0.13 -0.13
O 0.5933 -0.0749 1.2265 -0.57 -0.49 -0.66
C -1.9829 0.7103 -1.7339 -0.29 -0.02 -0.10
C 1.5153 -0.6680 0.4120 0.63 0.34 0.51
C -0.7666 0.4120 -1.2112 0.68 -0.27 0.16
C -0.2288 -0.8711 -1.2026 -1.43 0.47 -0.38
H -2.3475 1.7200 -1.7563 -0.05 0.19 0.01
O 2.6879 -0.7057 0.6379 -0.53 -0.10 -0.22
```
Forces are in eV/Å.

## Properties
- HOMO (spin up / spin down): -0.2861 / -0.3080 Eh
- Relative energy (zero: lowest compared OMol25 entry of this formula, charge and spin): 2.133 eV
- Charge: 0
- E_tot: -716.8035 a.u.
- Kohn-Sham gap (spin up / spin down): 0.2669 / 0.2946 Ha

Mulliken population analysis, charges in e, atoms 1 to 5: 0.07 0.42 -0.43 -0.31 0.44

---

Entry 3:
Below is a 2-piece molecular cluster, C6H8N2O4 overall at a distorted geometry, with properties calculated with the ωB97M-V functional and the def2-TZVPD basis.

XYZ file:
```
20
Properties=species:S:1:pos:R:3:forces:R:3
C 1.1824 0.8665 -0.8133 -0.69 -0.56 -2.86
H 3.4135 1.3468 1.3850 1.69 0.63 1.32
C 1.3870 -0.4398 -1.0637 0.64 1.62 2.24
H -3.0023 -1.9289 0.0137 -1.81 2.89 -2.22
O 2.1831 2.8176 0.0844 -0.28 -2.03 -1.07
H -2.5528 0.6919 2.3751 -0.51 -2.37 -2.86
H 2.1393 -2.3605 -0.2371 0.73 4.35 -1.33
C 3.2877 -0.5810 0.4291 -1.38 0.78 2.54
N 2.9078 0.7895 0.7734 -1.18 -3.09 -4.17
H -3.2889 -0.4978 -1.6392 -1.10 -1.63 3.45
H -4.8765 -1.2227 -0.3946 3.98 1.47 -0.27
O 4.1276 -1.1488 1.1007 -1.01 0.11 -1.79
H 0.5389 1.4793 -1.4254 -0.46 -0.37 -0.04
O -2.7188 -0.0980 1.6644 0.90 1.97 3.97
C -3.1071 0.3065 0.4956 -2.46 -0.90 -4.27
H 0.7317 -0.8872 -1.6552 -2.70 -2.20 -2.63
O -3.1576 1.4054 0.0078 0.58 0.42 1.28
C 2.1086 1.5884 -0.1097 2.11 3.23 4.68
N 2.3166 -1.2337 -0.5035 2.48 -2.47 3.13
C -3.6202 -0.8934 -0.4874 0.46 -1.85 0.91
```
Forces are in eV/Å.

## Properties
- HOMO: -0.3546 Eh
- Relative energy (zero: lowest compared OMol25 entry of this formula, charge and spin): 4.066 eV
- Charge: 0
- Structure (SMILES): O=c1cc[nH]c(=O)[nH]1.CC(=O)O
- E_tot: -643.8245 a.u.
- Kohn-Sham gap: 0.3566 Ha

Mulliken population analysis, charges in e, atoms 1 to 5: -0.44 0.22 -0.33 0.22 -0.64

---

Entry 4:
Below is C27H35CaIN4P2 as an isolated structure at a distorted geometry, with properties calculated with the ωB97M-V functional and the def2-TZVPD basis.

XYZ file:
```
70
Properties=species:S:1:pos:R:3:forces:R:3
C 1.1028 -4.0236 -5.2160 -0.25 0.78 1.02
H 4.3228 -2.0151 1.2940 0.06 -0.06 -0.04
H 2.8058 -2.8563 -6.1056 0.00 0.05 0.02
Ca 3.0006 4.1386 -0.9242 -0.04 0.60 -0.05
H 2.2448 -1.1064 -4.0659 0.01 -0.05 -0.11
C 3.9012 -2.7827 1.9225 -0.32 -0.68 0.63
H 0.5761 -4.2854 0.5133 0.09 0.48 -0.33
C 0.8425 -3.4343 -0.1418 0.37 -0.23 -0.45
H -0.1893 5.7393 3.3439 -0.11 -0.49 0.21
C -0.0248 2.8422 0.3740 -0.30 0.18 -0.90
C -0.5506 -0.7306 2.2596 -0.31 -0.96 0.44
C -1.6774 -0.9496 3.0372 1.06 0.01 -0.71
H -0.4490 -4.3433 -3.6474 -0.03 0.05 -0.09
H -3.7598 4.4936 1.4327 -0.07 -0.45 0.17
C 0.0628 3.7716 2.6833 -0.17 0.75 0.77
H -0.0859 0.1579 1.8683 -0.14 -0.12 0.22
H 0.4854 1.8377 2.1358 -0.07 -0.06 0.04
N 2.5051 -2.8729 2.0611 0.75 0.09 -0.63
C -0.7964 -2.9621 2.4554 -0.35 0.56 0.39
H -1.6938 0.7210 -2.3952 -0.10 0.10 -0.05
C -2.0835 4.3844 0.2059 0.07 0.04 -0.14
H -4.6208 -2.0928 -3.9807 0.19 -0.06 0.03
P 1.4395 -1.9965 0.8788 -0.44 -2.01 2.37
H 1.0882 3.0422 0.2182 -1.27 -0.03 0.20
C 2.2567 -3.9115 2.9644 0.91 -0.13 -0.02
C 2.1122 6.2836 -1.0946 -0.54 0.54 -0.50
H -1.2360 2.0826 1.9987 0.38 0.37 0.01
H -0.6480 -3.9428 -1.6584 0.21 0.56 0.11
C 2.0423 -2.9503 -5.3518 -0.66 0.52 0.97
H 1.2590 -4.1382 3.2909 -0.01 -0.03 -0.06
C -2.2369 -0.1312 -2.7697 -0.56 -0.86 -0.41
C -3.7158 -1.6493 -3.5905 1.21 0.08 0.61
P 0.0753 -1.5858 -2.1485 -1.90 -1.92 -2.48
H -2.6815 5.0157 -0.4856 0.64 -0.33 0.51
H 3.5929 -5.2953 4.0617 -0.12 0.12 0.09
H -2.3426 6.0738 2.5526 -0.30 -0.35 -0.11
C -0.9371 3.8785 -0.2586 0.25 0.39 -0.57
H -2.5956 -2.8600 3.7370 0.05 -0.11 -0.13
C 4.5097 -3.7400 2.7232 -0.80 0.40 -0.52
H -0.2821 1.9414 -0.2138 0.50 -0.09 0.26
C -2.7270 4.1534 1.5656 -0.54 0.39 -0.29
C -0.2647 2.5766 1.8481 0.58 -0.83 0.42
C -2.1679 4.9996 2.7347 0.17 0.37 -0.94
H -2.2994 -0.1770 3.4517 -0.11 0.00 0.04
H -2.7243 3.0820 1.8120 -0.28 0.59 -0.01
H 1.1304 5.8790 -0.7264 0.41 0.40 0.22
H 1.0425 3.7040 3.1790 -0.25 0.46 -0.75
H -0.6015 -4.0089 2.2650 -0.04 0.22 0.15
H -1.1886 -2.7497 -0.4813 0.08 0.05 -0.08
C -3.5370 -0.2726 -3.2416 1.14 -0.25 0.36
N 0.7071 -2.5134 -3.5610 0.82 0.18 0.26
C -1.8245 -2.3611 3.1714 0.78 -0.07 -0.65
C -2.5212 -2.3014 -3.2971 -0.54 0.64 -0.08
N -1.5936 -1.3777 -2.8166 -0.03 0.71 0.56
C -0.3266 -3.0521 -1.0911 0.17 -0.08 0.91
H -2.7460 4.7570 3.6543 0.63 0.02 -0.38
H -0.6467 4.1649 -1.2908 -0.24 -0.15 0.63
H 2.5548 6.9261 -0.3023 -0.30 -0.61 -0.20
C -0.6805 4.8660 2.8977 0.29 -0.55 0.91
H 1.7005 -3.7728 -0.7466 -0.13 0.08 0.17
H -4.2733 0.5121 -3.3052 0.06 0.01 -0.05
C 3.4651 -4.4622 3.3891 -0.71 1.02 -1.01
C 0.3221 -3.7447 -4.0969 0.76 0.24 -0.72
I 3.6645 4.5799 1.7625 0.37 -0.33 0.40
H 5.5723 -3.9301 2.8059 -0.18 0.17 0.00
H 1.0092 -4.8754 -5.8774 -0.01 0.06 0.25
C 1.7795 -2.0435 -4.3308 -0.41 -0.88 -0.38
H -2.2812 -3.3460 -3.3973 0.02 0.11 -0.04
H 1.8071 7.0032 -1.8821 0.25 -0.52 0.09
N 0.0303 -1.9634 1.9435 -0.64 0.86 -0.60
```
Forces are in eV/Å.

## Properties
- HOMO: -0.2898 Eh
- Charge: 0
- E_tot: -2926.7762 a.u.
- Kohn-Sham gap: 0.2454 Ha

Mulliken population analysis, charges in e, atoms 1 to 5: -0.70 0.36 0.40 0.92 0.38

---

Which value of charge does entry 3 give? 0